Here is 13 unconnected molecules or ions with the total composition C26H78O13S8 from the Open Molecules 2025 dataset. Energies are from ωB97M-V with the def2-TZVPD basis set.

Atoms and positions in Å:
C 2.878 0.252 -4.041
C 2.409 1.701 -3.817
O 3.119 2.585 -4.341
H 2.883 0.063 -5.211
H 2.138 -0.291 -3.363
H 4.045 0.124 -3.753
H 2.154 1.965 -2.680
H 1.529 1.492 -4.354
H 2.748 3.469 -4.362
C -0.554 -4.996 1.637
C -0.826 -5.122 0.089
O 0.415 -5.255 -0.661
H 0.167 -4.175 1.777
H 0.191 -5.888 1.879
H -1.471 -4.901 2.144
H -1.215 -4.218 -0.466
H -1.484 -5.991 -0.362
H 0.859 -6.125 -0.415
C 0.119 -1.200 -0.592
C -0.669 -0.182 0.319
O -1.453 -0.846 1.231
H -0.454 -1.463 -1.383
H 0.555 -2.088 0.028
H 0.974 -0.641 -0.938
H -1.230 0.376 -0.366
H -0.010 0.532 0.829
H -1.333 -0.378 2.106
C -0.475 1.087 -3.649
C -1.224 2.499 -3.476
O -1.446 2.778 -2.170
H 0.377 1.047 -3.096
H -0.490 0.771 -4.728
H -1.119 0.250 -3.322
H -2.191 2.532 -4.103
H -0.370 3.244 -3.898
H -1.784 3.671 -1.992
C -3.832 1.705 6.742
C -2.869 2.421 5.650
O -3.100 1.807 4.458
H -3.362 0.685 6.730
H -4.859 1.815 6.686
H -3.564 2.018 7.679
H -1.778 2.703 5.993
H -3.091 3.533 5.825
H -2.187 1.524 4.214
C 0.584 -4.373 -6.119
S 0.567 -3.454 -4.466
O 0.023 -2.045 -4.842
C -0.774 -4.336 -3.816
H 1.463 -3.938 -6.664
H -0.276 -4.333 -6.611
H 0.908 -5.431 -6.085
H -0.608 -5.431 -3.913
H -1.665 -4.069 -4.382
H -0.798 -4.141 -2.690
C 3.422 0.920 0.418
S 5.092 0.318 0.504
O 6.018 1.456 0.737
C 4.961 -0.553 2.115
H 3.638 1.878 1.232
H 2.981 0.120 0.892
H 3.009 1.095 -0.490
H 3.896 -1.010 2.022
H 4.887 0.238 2.779
H 5.905 -1.127 2.144
C -4.690 2.269 -1.790
S -4.606 3.246 -0.290
O -6.071 3.573 -0.007
C -4.164 1.837 0.733
H -3.810 1.923 -2.053
H -5.137 2.850 -2.685
H -5.411 1.438 -1.882
H -4.798 1.127 0.194
H -4.329 2.200 1.731
H -3.131 1.773 0.781
C 3.444 -4.066 1.025
S 3.822 -3.796 -0.689
O 4.660 -2.448 -0.645
C 5.106 -5.103 -0.758
H 4.305 -3.824 1.596
H 2.998 -5.092 1.164
H 2.796 -3.031 1.485
H 5.820 -4.916 0.014
H 5.601 -4.997 -1.723
H 4.686 -6.014 -0.778
C -5.374 -3.288 -1.291
S -4.366 -3.184 -2.772
O -5.190 -2.557 -3.927
C -3.310 -1.867 -2.178
H -4.876 -3.740 -0.654
H -6.221 -3.696 -1.470
H -5.388 -2.250 -0.879
H -3.159 -1.888 -0.950
H -3.577 -0.790 -2.334
H -2.337 -1.834 -2.763
C -0.348 5.225 4.131
S -0.967 5.257 2.440
O 0.041 6.070 1.579
C -1.108 3.548 2.016
H -1.147 5.044 4.888
H 0.236 6.193 4.317
H 0.263 4.357 4.124
H -1.805 2.949 2.519
H -0.154 3.101 2.115
H -1.407 3.568 0.935
C 3.214 4.122 -0.825
S 1.780 4.876 -0.306
O 1.496 5.938 -1.494
C 0.843 3.466 -0.807
H 4.177 4.644 -0.630
H 3.341 3.865 -1.875
H 3.593 3.370 -0.268
H 1.342 2.608 -0.196
H 0.619 3.272 -1.866
H -0.044 3.733 -0.367
C 0.695 0.681 5.872
S 0.233 -0.100 4.412
O -0.771 0.723 3.585
C 1.726 0.049 3.473
H 1.519 0.123 6.452
H -0.380 0.800 6.464
H 1.122 1.665 5.874
H 2.610 -0.494 3.975
H 2.028 1.039 3.431
H 1.606 -0.221 2.584

Atomic forces in eV per Å
C 2.940 0.189 0.080
C -3.707 -5.113 4.062
O 5.595 5.496 -3.433
H -0.551 -0.016 2.551
H 1.322 -0.296 -1.428
H -2.739 -0.078 -0.161
H 0.352 -1.034 -1.780
H -1.808 1.136 -0.322
H -0.255 0.031 0.049
C 3.079 -1.648 -2.816
C -0.078 -0.515 -2.160
O 1.069 -1.637 0.979
H -0.849 0.258 -0.023
H -2.223 1.219 0.023
H -0.735 -0.132 1.166
H -0.076 -0.511 1.445
H 0.786 1.390 1.835
H -0.988 1.637 -0.431
C 2.289 0.804 4.606
C 2.173 -1.240 -0.777
O -0.735 0.019 2.387
H -1.688 -1.284 -2.380
H -1.032 1.361 -1.153
H 0.468 0.044 -0.535
H -1.222 1.195 -1.000
H 0.259 -0.143 -0.099
H -0.483 -0.674 -1.097
C -5.660 -0.011 -1.584
C 2.390 -0.319 -3.730
O -1.010 -0.061 2.414
H 2.174 -0.140 1.079
H 1.002 0.847 0.849
H -0.110 0.439 0.589
H 1.555 0.057 0.649
H -2.204 -1.114 0.442
H 0.165 -0.276 -0.548
C 5.155 -1.308 -1.976
C -1.360 2.977 4.446
O 1.677 0.317 -1.135
H -1.527 0.244 -0.085
H -1.893 -0.082 -1.056
H 0.703 1.256 2.573
H -1.172 -2.204 -0.579
H -0.925 -0.802 -1.572
H -0.809 -0.404 -0.653
C 5.619 -0.218 2.201
S -0.032 1.932 -2.828
O 0.864 -2.360 0.934
C -0.698 -1.295 2.051
H -1.153 0.163 0.234
H -3.780 0.745 -1.971
H -0.360 0.321 0.776
H 0.070 0.655 -0.011
H -0.177 0.157 0.333
H -0.382 -0.023 -1.616
C 3.154 2.940 5.229
S 1.638 -1.005 -1.488
O -0.219 0.458 0.278
C -1.798 -0.864 -2.698
H -1.505 -2.316 -2.392
H -1.943 -1.349 0.983
H -0.779 0.991 -2.802
H 2.442 -0.310 0.557
H 0.232 1.422 1.801
H -1.036 -0.124 0.402
C -5.127 2.012 -1.753
S -2.258 0.529 -0.687
O 1.837 -0.277 0.097
C -1.726 1.411 -0.558
H 4.626 -1.533 -1.219
H 1.125 -0.041 1.562
H 0.089 0.060 1.334
H 0.517 -0.810 1.456
H -1.233 -0.468 0.672
H 2.175 -1.007 -0.915
C -2.791 2.388 1.388
S 2.489 2.710 0.134
O -1.944 -2.818 -0.168
C 0.745 3.476 -1.156
H 1.307 -0.650 0.361
H 0.260 1.372 0.270
H 0.981 -3.431 -1.813
H 0.322 -0.032 0.615
H 0.014 0.310 -0.029
H -1.586 -3.379 0.442
C 1.544 8.232 -3.859
S -1.160 1.590 -2.373
O 1.198 -1.248 2.090
C 2.250 1.750 2.476
H 4.753 -4.839 5.929
H -5.790 -2.510 -1.312
H -0.863 -0.633 -0.500
H 0.053 -0.414 -3.222
H -1.075 -1.103 -0.159
H -0.818 -0.775 0.953
C 0.226 0.725 0.349
S -1.241 3.764 -0.760
O -1.277 -2.341 1.572
C 1.050 0.598 -2.272
H 0.338 0.440 -0.797
H -0.951 -1.530 -0.342
H 1.189 -0.591 0.522
H -1.250 -0.214 1.247
H 1.114 -0.770 -0.136
H 0.278 -0.036 0.994
C 4.070 1.886 -1.870
S -0.663 3.074 -4.257
O 0.526 -2.249 3.148
C 1.538 -1.589 1.149
H -0.833 1.327 -0.279
H -0.797 -0.023 -0.176
H -0.136 -3.307 1.995
H -1.249 1.058 -1.292
H 1.042 0.335 0.516
H -2.467 -0.135 0.896
C -1.375 0.677 3.795
S -0.860 -1.010 -2.104
O 1.034 -0.231 1.056
C 2.699 0.337 8.133
H -1.771 0.050 -0.830
H 2.968 -0.599 -1.106
H -0.065 0.817 -0.870
H -1.551 0.461 -0.700
H 0.386 2.300 0.125
H -1.354 -2.890 -7.449

## Properties
**E_HOMO**: -8.22 eV
**E_LUMO**: -0.5 eV
**Energy relative to the best compared isomer or geometry (same formula, charge and spin)**: 12.6 kcal/mol
**Kohn-Sham gap**: 7.757 eV
**F_max**: 9.22 eV/Å
**Energy**: -141503.855 eV